No. 1
The following is a quantum chemistry calculation of 14 unconnected molecules or ions with the total composition C76H98N10O16 in a non-equilibrium geometry, from the OMol25 dataset.

Each line ends with the Löwdin charge.
CARTESIAN COORDINATES (ANGSTROEM)
C: -5.84 -3.54 5.60  -0.054
C: -7.04 -3.01 4.79  -0.431
C: -8.43 -2.91 5.50  -0.155
O: -8.63 -4.23 6.07  -0.219
C: -9.68 -4.32 6.97  -0.138
N: -6.63 -1.71 4.33  0.019
H: -5.43 -2.89 6.37  0.077
H: -5.11 -3.84 4.84  0.076
H: -6.14 -4.46 6.09  0.064
H: -7.23 -3.65 3.93  0.137
H: -9.32 -2.64 4.93  0.123
H: -8.38 -2.20 6.32  0.110
H: -10.62 -4.66 6.54  0.085
H: -9.75 -3.37 7.49  0.083
H: -9.32 -5.09 7.66  0.089
H: -6.89 -1.10 5.10  0.064
H: -7.21 -1.34 3.59  0.070
C: 11.89 3.53 -0.78  -0.051
C: 10.44 3.19 -0.24  -0.426
C: 9.27 4.18 -0.53  -0.189
O: 7.96 3.75 -0.04  -0.176
C: 7.05 4.74 -0.46  -0.145
N: 10.06 1.98 -0.87  0.020
H: 12.46 4.30 -0.25  0.065
H: 11.82 3.65 -1.86  0.070
H: 12.66 2.78 -0.64  0.068
H: 10.51 3.07 0.85  0.134
H: 9.19 4.28 -1.62  0.116
H: 9.51 5.17 -0.16  0.118
H: 7.25 5.77 -0.18  0.085
H: 6.09 4.41 -0.06  0.090
H: 6.88 4.81 -1.54  0.083
H: 9.15 1.72 -0.52  0.071
H: 9.86 2.34 -1.79  0.067
C: 1.14 -0.07 -1.70  -0.077
C: 0.80 -0.93 -0.47  -0.414
C: -0.08 -0.07 0.52  -0.161
O: 0.66 1.07 0.94  -0.200
C: 0.11 1.72 2.04  -0.147
N: 0.09 -2.05 -1.07  0.008
H: 1.79 0.75 -1.39  0.068
H: 0.28 0.41 -2.16  0.084
H: 1.78 -0.56 -2.43  0.074
H: 1.66 -1.39 0.02  0.134
H: -0.27 -0.56 1.47  0.116
H: -0.99 0.29 0.05  0.127
H: 0.61 2.67 2.20  0.089
H: 0.10 1.13 2.95  0.083
H: -0.94 1.99 1.96  0.082
H: -0.07 -2.68 -0.30  0.066
H: 0.77 -2.57 -1.60  0.069
C: -6.50 -0.87 -4.11  -0.079
C: -6.97 -0.87 -2.65  -0.383
C: -8.53 -0.83 -2.35  -0.151
O: -8.64 -0.51 -0.91  -0.194
C: -10.01 -0.26 -0.59  -0.127
N: -6.30 -2.04 -1.96  0.020
H: -5.62 -0.25 -4.29  0.071
H: -7.29 -0.49 -4.75  0.068
H: -6.23 -1.88 -4.41  0.071
H: -6.44 0.01 -2.28  0.117
H: -9.02 -1.77 -2.58  0.115
H: -9.12 -0.27 -3.07  0.111
H: -10.27 -0.04 0.44  0.079
H: -10.46 -1.25 -0.72  0.083
H: -10.51 0.54 -1.14  0.086
H: -6.49 -1.96 -0.97  0.052
H: -5.30 -2.04 -2.06  0.060
C: 4.42 -6.42 -2.93  -0.082
C: 5.14 -6.11 -1.75  -0.111
C: 6.30 -5.34 -1.71  -0.076
C: 6.71 -4.76 -2.96  -0.082
C: 5.93 -4.93 -4.12  -0.103
C: 4.82 -5.76 -4.11  -0.104
H: 3.59 -7.11 -2.88  0.096
H: 4.71 -6.50 -0.84  0.091
H: 6.84 -5.05 -0.81  0.094
H: 7.68 -4.29 -3.05  0.090
H: 6.12 -4.46 -5.07  0.093
H: 4.30 -6.07 -5.00  0.094
C: 0.00 12.51 1.56  -0.097
C: 0.13 11.17 1.21  -0.128
C: 1.18 10.46 1.63  -0.097
C: 2.08 10.97 2.64  -0.073
C: 1.94 12.27 3.01  -0.102
C: 0.91 13.05 2.42  -0.098
H: -0.80 13.07 1.10  0.103
H: -0.60 10.74 0.54  0.105
H: 1.27 9.43 1.32  0.097
H: 2.91 10.36 2.97  0.095
H: 2.55 12.85 3.69  0.098
H: 0.86 14.08 2.74  0.097
C: -1.08 -2.40 -11.74  -0.058
C: 0.19 -2.83 -12.28  -0.087
C: 1.23 -2.79 -11.44  -0.176
C: 1.21 -2.31 -10.20  -0.093
C: -0.03 -1.94 -9.66  -0.092
C: -1.16 -1.96 -10.42  -0.103
H: -1.87 -2.29 -12.48  0.091
H: 0.38 -3.15 -13.29  0.102
H: 2.17 -2.96 -11.94  0.108
H: 2.17 -2.08 -9.75  0.107
H: -0.07 -1.49 -8.68  0.100
H: -2.15 -1.67 -10.11  0.101
C: 4.60 5.59 11.09  -0.098
C: 5.70 6.41 10.95  -0.108
C: 6.31 6.41 9.71  -0.104
C: 5.75 5.73 8.63  -0.087
C: 4.63 4.89 8.81  -0.103
C: 4.12 4.74 10.07  -0.091
H: 4.24 5.60 12.10  0.096
H: 5.99 7.16 11.67  0.104
H: 7.15 7.08 9.67  0.098
H: 6.15 5.83 7.64  0.096
H: 4.25 4.36 7.96  0.099
H: 3.24 4.14 10.26  0.099
C: 6.26 -1.24 5.19  -0.113
C: 7.37 -0.97 5.89  -0.077
C: 7.76 -1.85 6.90  0.010
C: 7.00 -3.00 7.14  -0.127
C: 5.75 -3.14 6.47  0.010
C: 5.40 -2.24 5.50  -0.081
N: 7.43 -3.99 8.12  -0.357
O: 8.55 -3.77 8.57  0.064
O: 6.67 -4.86 8.46  0.094
H: 6.03 -0.56 4.38  0.115
H: 8.07 -0.23 5.53  0.115
H: 8.71 -1.69 7.37  0.117
H: 5.19 -4.05 6.60  0.117
H: 4.58 -2.52 4.86  0.115
C: -1.18 -8.42 -7.07  -0.066
C: -1.85 -7.94 -5.95  -0.078
C: -2.34 -8.78 -4.95  0.005
C: -2.02 -10.15 -4.99  -0.140
C: -1.27 -10.68 -6.05  0.011
C: -0.86 -9.79 -7.08  -0.063
N: -2.51 -11.03 -3.93  -0.350
O: -2.12 -12.20 -3.91  0.061
O: -3.33 -10.63 -3.12  0.078
H: -0.89 -7.73 -7.85  0.105
H: -1.84 -6.86 -5.85  0.105
H: -2.98 -8.36 -4.19  0.117
H: -0.95 -11.71 -6.15  0.115
H: -0.41 -10.16 -7.98  0.099
C: 8.12 4.10 -9.73  -0.052
C: 7.32 4.69 -10.73  -0.068
C: 5.96 4.72 -10.56  -0.020
C: 5.37 4.12 -9.45  -0.130
C: 6.17 3.43 -8.47  0.008
C: 7.51 3.36 -8.70  -0.078
N: 3.94 4.26 -9.21  -0.357
O: 3.48 4.33 -8.07  0.058
O: 3.20 4.41 -10.16  0.084
H: 9.18 4.14 -9.93  0.102
H: 7.71 5.27 -11.55  0.107
H: 5.41 5.34 -11.25  0.122
H: 5.70 2.92 -7.65  0.117
H: 8.21 2.82 -8.07  0.106
C: -5.27 -11.86 4.91  -0.094
C: -5.51 -10.69 4.22  -0.074
C: -4.49 -10.07 3.49  0.014
C: -3.20 -10.69 3.48  -0.110
C: -2.98 -11.87 4.19  -0.001
C: -4.03 -12.48 4.90  -0.059
N: -2.01 -9.99 2.88  -0.341
O: -0.95 -10.61 2.80  0.053
O: -2.10 -8.88 2.39  0.070
H: -6.11 -12.26 5.45  0.105
H: -6.51 -10.27 4.21  0.106
H: -4.61 -9.13 2.97  0.112
H: -2.03 -12.39 4.31  0.114
H: -3.96 -13.40 5.47  0.105
C: -3.29 5.86 7.56  -0.055
C: -4.03 4.72 7.90  -0.070
C: -5.20 4.43 7.23  0.007
C: -5.55 5.21 6.11  -0.143
C: -4.75 6.27 5.69  -0.014
C: -3.60 6.53 6.36  -0.076
N: -6.77 4.95 5.36  -0.332
O: -7.09 5.70 4.41  0.056
O: -7.41 3.99 5.76  0.070
H: -2.42 6.18 8.12  0.105
H: -3.78 4.22 8.82  0.106
H: -5.87 3.64 7.53  0.116
H: -5.03 6.85 4.82  0.121
H: -2.99 7.37 6.07  0.108
C: -4.08 5.58 -2.91  -0.085
C: -4.28 6.21 -4.10  -0.064
C: -5.60 6.45 -4.55  0.008
C: -6.71 6.01 -3.87  -0.171
C: -6.48 5.36 -2.67  0.000
C: -5.19 5.20 -2.14  -0.043
N: -8.02 6.20 -4.41  -0.366
O: -8.28 6.95 -5.32  0.088
O: -8.93 5.54 -3.95  0.078
H: -3.06 5.29 -2.72  0.108
H: -3.41 6.55 -4.64  0.108
H: -5.81 6.92 -5.50  0.117
H: -7.31 5.03 -2.06  0.118
H: -5.08 4.73 -1.17  0.105

Calculated values
molecular weight	1407.67	g/mol
gap between HOMO and LUMO	8.2	eV
E_HOMO	-0.330	Eh
F_max	4.28	eV Å⁻¹
LUMO energy	-0.8	eV

No. 2
The following is a quantum chemistry calculation of 17 unconnected molecules or ions with the total composition C27H70F5IN32O19 in a non-equilibrium geometry, from the OMol25 dataset.

Each line ends with the Löwdin charge.
CARTESIAN COORDINATES (ANGSTROEM)
O: 1.09 -1.59 0.25  0.214
C: 0.96 -0.75 -0.54  -0.462
O: 1.18 0.64 -0.40  -0.076
C: 0.44 1.38 -1.42  -0.601
I: 1.99 2.12 -2.72  0.932
C: -0.46 0.19 -1.89  -0.230
C: -1.42 0.36 -3.13  -0.366
F: -1.04 -0.46 -4.20  0.050
F: -1.54 1.65 -3.58  0.074
C: -2.84 -0.13 -2.66  -0.100
C: -3.21 -1.53 -2.83  0.006
C: -4.52 -1.93 -2.35  -0.053
C: -5.38 -0.95 -1.73  0.018
C: -4.98 0.43 -1.57  -0.074
C: -5.87 1.50 -0.89  -0.504
F: -5.10 2.61 -0.60  0.078
F: -6.91 1.93 -1.64  0.116
F: -6.39 1.10 0.31  0.121
C: -3.68 0.86 -2.05  0.056
O: 0.48 -0.88 -1.87  0.044
H: -0.29 2.10 -0.99  0.113
H: -1.16 -0.02 -1.04  0.174
H: -2.48 -2.22 -3.31  0.125
H: -4.80 -3.00 -2.47  0.113
H: -6.37 -1.30 -1.34  0.133
H: -3.32 1.90 -1.96  0.131
C: -6.79 0.82 -4.94  -0.675
O: -7.48 0.13 -4.18  -0.004
N: -6.57 0.49 -6.23  0.171
N: -6.20 1.98 -4.54  0.172
H: -6.01 1.04 -6.86  0.072
H: -6.99 -0.36 -6.57  0.082
H: -6.34 2.26 -3.59  0.069
H: -5.64 2.55 -5.14  0.096
C: 1.04 -3.39 3.81  -0.693
O: 0.63 -2.33 4.25  0.006
N: 1.40 -3.56 2.50  0.148
N: 1.19 -4.50 4.58  0.153
H: 1.75 -4.42 2.12  0.076
H: 1.28 -2.76 1.89  0.053
H: 0.95 -4.42 5.55  0.099
H: 1.54 -5.38 4.22  0.044
C: 5.28 -2.37 2.44  -0.662
O: 5.41 -3.50 1.95  0.001
N: 6.33 -1.65 2.91  0.161
N: 4.07 -1.76 2.55  0.178
H: 6.25 -0.74 3.31  0.098
H: 7.25 -2.07 2.84  0.093
H: 3.26 -2.27 2.22  0.067
H: 3.94 -0.85 2.95  0.104
C: 1.44 3.86 1.48  -0.647
O: 0.38 3.39 1.06  0.002
N: 2.65 3.40 1.08  0.185
N: 1.48 4.89 2.37  0.164
H: 3.52 3.76 1.40  0.108
H: 2.64 2.64 0.42  0.061
H: 0.60 5.26 2.69  0.094
H: 2.34 5.28 2.73  0.070
C: 6.82 1.25 -0.91  -0.706
O: 5.72 1.73 -1.18  -0.012
N: 7.98 1.71 -1.45  0.148
N: 6.96 0.22 -0.05  0.180
H: 8.88 1.33 -1.25  0.105
H: 7.91 2.48 -2.10  0.108
H: 6.13 -0.15 0.37  0.094
H: 7.85 -0.20 0.18  0.094
C: 6.70 -0.20 -4.84  -0.684
O: 7.88 -0.48 -4.92  0.016
N: 5.76 -0.73 -5.68  0.141
N: 6.21 0.68 -3.92  0.166
H: 4.78 -0.51 -5.63  0.087
H: 6.08 -1.38 -6.37  0.099
H: 6.87 1.09 -3.29  0.050
H: 5.24 0.92 -3.84  0.075
C: 9.13 -4.01 0.94  -0.696
O: 9.03 -2.81 0.71  0.000
N: 10.28 -4.69 0.70  0.144
N: 8.11 -4.75 1.43  0.160
H: 10.39 -5.68 0.88  0.090
H: 11.06 -4.18 0.34  0.102
H: 7.22 -4.27 1.62  0.060
H: 8.18 -5.73 1.62  0.094
C: -4.16 -4.29 0.44  -0.649
O: -5.24 -3.81 0.12  0.004
N: -2.99 -3.83 -0.06  0.176
N: -4.05 -5.31 1.33  0.172
H: -2.09 -4.20 0.18  0.100
H: -3.04 -3.07 -0.72  0.066
H: -4.90 -5.68 1.72  0.103
H: -3.17 -5.72 1.60  0.098
C: -2.87 0.45 -7.25  -0.669
O: -3.69 1.26 -6.84  0.011
N: -3.15 -0.39 -8.29  0.156
N: -1.63 0.30 -6.72  0.158
H: -2.50 -1.07 -8.65  0.093
H: -4.05 -0.32 -8.72  0.104
H: -1.39 0.90 -5.95  0.080
H: -0.96 -0.36 -7.05  0.099
C: -2.67 6.36 1.44  -0.695
O: -1.89 7.28 1.28  0.009
N: -2.27 5.07 1.62  0.163
N: -4.03 6.55 1.46  0.145
H: -2.90 4.30 1.75  0.095
H: -1.28 4.90 1.60  0.055
H: -4.36 7.49 1.34  0.101
H: -4.69 5.81 1.59  0.090
C: -8.15 -5.96 0.63  -0.696
O: -7.31 -6.72 0.18  0.008
N: -9.44 -6.35 0.85  0.138
N: -7.88 -4.67 0.94  0.154
H: -10.15 -5.75 1.22  0.088
H: -9.68 -7.31 0.64  0.098
H: -6.93 -4.34 0.78  0.049
H: -8.56 -4.03 1.31  0.093
C: 1.60 6.51 5.51  -0.727
O: 2.46 5.78 5.04  0.006
N: 0.33 6.09 5.75  0.167
N: 1.84 7.81 5.84  0.176
H: -0.39 6.67 6.13  0.104
H: 0.11 5.13 5.52  0.111
H: 2.77 8.15 5.67  0.116
H: 1.15 8.42 6.22  0.104
C: 4.10 8.01 1.60  -0.691
O: 4.73 7.50 2.51  0.016
N: 4.59 9.06 0.87  0.144
N: 2.87 7.58 1.23  0.165
H: 4.09 9.49 0.11  0.091
H: 5.50 9.40 1.11  0.101
H: 2.48 6.81 1.75  0.055
H: 2.33 7.98 0.48  0.100
C: -7.68 -3.63 -6.36  -0.689
O: -7.31 -2.89 -7.27  0.006
N: -7.57 -4.98 -6.44  0.144
N: -8.22 -3.15 -5.21  0.164
H: -7.86 -5.61 -5.71  0.092
H: -7.17 -5.37 -7.27  0.100
H: -8.32 -2.15 -5.13  0.084
H: -8.53 -3.74 -4.46  0.095
C: 2.05 5.16 9.24  -0.686
O: 1.58 6.19 9.69  0.012
N: 2.38 5.01 7.93  0.165
N: 2.29 4.06 10.02  0.142
H: 2.77 4.17 7.55  0.102
H: 2.22 5.80 7.33  0.050
H: 2.05 4.13 11.00  0.100
H: 2.67 3.20 9.68  0.090
C: 2.05 -7.66 2.45  -0.649
O: 2.17 -6.50 2.84  0.008
N: 1.37 -8.60 3.15  0.161
N: 2.59 -8.09 1.28  0.163
H: 1.26 -9.55 2.85  0.099
H: 0.96 -8.32 4.02  0.109
H: 3.10 -7.42 0.73  0.112
H: 2.50 -9.03 0.94  0.099

Calculated values
molecular weight	1368.96	g/mol
gap between HOMO and LUMO	9.2	eV
E_HOMO	-0.338	Eh
F_max	4.32	eV Å⁻¹
LUMO energy	0.0	eV